Entry from OMol25: the molecule H3NOSi in a non-equilibrium geometry (ωB97M-V/def2-TZVPD).

Structure (XYZ):
```
6
Properties=species:S:1:pos:R:3
O -0.281 -3.056 0.911
N -0.988 -2.093 0.747
Si -0.106 -0.311 0.096
H 1.322 -0.587 -0.044
H -0.798 -0.088 -1.166
H -0.426 0.626 1.165
```

## Properties
E_LUMO (spin up / spin down) in eV: 0.07 / 0.07
Relative energy (zero: lowest compared OMol25 entry of this formula, charge and spin) in kcal per mole: 97.1
Kohn-Sham gap (spin up / spin down) in eV: 8.25 / 8.25

For each atom in turn, the Löwdin charge in e is:
1 O -0.1471
2 N -0.2117
3 Si 0.6901
4 H -0.1058
5 H -0.1125
6 H -0.1130

=====

Entry from OMol25: a structure of composition C2Br2S3 in a non-equilibrium geometry (ωB97M-V/def2-TZVPD).

Structure (XYZ):
```
7
Properties=species:S:1:pos:R:3
C -2.196 0.124 -0.623
C 2.132 0.073 0.447
S -3.342 0.978 0.031
S -0.901 -0.684 -0.997
S 1.175 -0.524 1.572
Br 1.666 1.727 -0.411
Br 3.695 -0.754 -0.191
```

## Properties
E_LUMO in eV: -1.07
Relative energy (zero: lowest compared OMol25 entry of this formula, charge and spin) in kcal per mole: 0.0
Kohn-Sham gap in eV: 8.27

For each atom in turn, the Löwdin charge in e is:
1 C -1.3481
2 C -1.8192
3 S 0.7015
4 S 0.6602
5 S 0.5850
6 Br 0.5810
7 Br 0.6395

=====

Entry from OMol25: a cluster of 2 separate species, C4H3O2S in total in a non-equilibrium geometry (ωB97M-V/def2-TZVPD).

Structure (XYZ):
```
10
Properties=species:S:1:pos:R:3
C 0.749 -1.404 -1.394
C 0.878 -0.657 -0.238
C -2.123 1.572 1.479
C 1.565 0.309 0.215
O -1.342 1.417 2.318
O 1.892 1.325 0.754
S -3.041 1.665 0.212
H -0.146 -1.983 -1.669
H 1.454 -1.348 -2.234
H 0.115 -0.895 0.558
```

## Properties
E_LUMO (spin up / spin down) in eV: 2.89 / 2.89
Relative energy (zero: lowest compared OMol25 entry of this formula, charge and spin) in kcal per mole: 67.2
Charge: -1
Kohn-Sham gap (spin up / spin down) in eV: 3.19 / 3.19

For each atom in turn, the Löwdin charge in e is:
1 C -0.2097
2 C -0.3900
3 C -0.8803
4 C -0.3362
5 O 0.1026
6 O -0.0159
7 S 0.7177
8 H -0.0553
9 H -0.0463
10 H 0.1136

=====

Entry from OMol25: a cluster of 11 separate species, C10H40ClO14 in total in a non-equilibrium geometry (ωB97M-V/def2-TZVPD).

Structure (XYZ):
```
65
Properties=species:S:1:pos:R:3
Cl -1.010 0.583 -0.452
O -1.354 1.950 -0.761
O 0.292 0.532 0.085
O -1.949 -0.042 0.469
O -1.030 -0.150 -1.677
C -3.821 -1.190 -3.569
O -2.389 -1.259 -3.606
H -4.297 -2.144 -3.696
H -4.080 -0.889 -2.540
H -4.184 -0.497 -4.335
H -1.927 -0.569 -3.049
C -1.823 -3.480 -1.078
O -1.228 -4.151 -2.237
H -1.061 -2.893 -0.566
H -2.565 -2.807 -1.442
H -2.268 -4.305 -0.542
H -1.301 -3.409 -2.853
C 1.583 3.719 -0.854
O 1.947 3.107 0.395
H 1.256 2.943 -1.515
H 0.784 4.447 -0.737
H 2.480 4.158 -1.306
H 1.330 2.403 0.569
C 3.771 2.469 -3.467
O 3.288 1.205 -3.773
H 3.405 2.853 -2.547
H 4.854 2.430 -3.375
H 3.456 3.265 -4.116
H 3.221 0.678 -2.985
C -2.381 -0.543 5.221
C -1.996 0.919 5.081
C -1.196 1.006 3.692
O -3.184 1.687 5.179
H -2.957 -0.684 6.131
H -1.510 -1.141 5.097
H -3.096 -0.674 4.354
H -1.284 1.212 5.847
H -1.093 2.052 3.409
H -1.792 0.552 2.863
H -0.163 0.567 3.840
H -2.994 2.616 4.981
C 4.996 -1.003 -0.642
C 3.684 -0.537 -0.094
C 3.764 0.620 0.906
O 2.950 -0.138 -1.315
H 5.471 -0.141 -1.110
H 4.718 -1.709 -1.433
H 5.676 -1.417 0.082
H 3.116 -1.328 0.376
H 2.783 0.819 1.385
H 4.058 1.460 0.325
H 4.519 0.448 1.690
H 2.048 0.182 -1.098
O -4.295 1.787 -1.381
H -3.852 1.479 -2.157
H -3.681 1.511 -0.706
O 1.442 -3.255 -1.090
H 0.674 -3.692 -1.452
H 1.400 -2.374 -1.520
O 0.383 -2.139 1.970
H 0.289 -1.554 1.218
H 0.915 -2.832 1.581
O -4.625 -0.996 1.561
H -4.337 -0.876 0.659
H -3.832 -0.845 2.109
```

## Properties
E_LUMO in eV: 2.74
Relative energy (zero: lowest compared OMol25 entry of this formula, charge and spin) in kcal per mole: 0.0
Charge: -1
Kohn-Sham gap in eV: 10.45

For each atom in turn, the Löwdin charge in e is:
1 Cl 0.6686
2 O -0.3135
3 O -0.3401
4 O -0.3372
5 O -0.3427
6 C -0.1476
7 O -0.1724
8 H 0.0654
9 H 0.0713
10 H 0.0759
11 H 0.0399
12 C -0.1037
13 O -0.1435
14 H 0.0568
15 H 0.0538
16 H 0.0839
17 H 0.0561
18 C -0.1386
19 O -0.1300
20 H 0.0611
21 H 0.0780
22 H 0.0684
23 H 0.0182
24 C -0.1845
25 O -0.0991
26 H 0.0271
27 H 0.0775
28 H 0.0746
29 H 0.0200
30 C -0.0602
31 C -0.4916
32 C -0.0439
33 O -0.0517
34 H 0.0742
35 H 0.0692
36 H 0.0905
37 H 0.1176
38 H 0.0604
39 H 0.0601
40 H 0.0977
41 H 0.0904
42 C -0.0521
43 C -0.4423
44 C -0.0426
45 O -0.0995
46 H 0.0840
47 H 0.0905
48 H 0.0752
49 H 0.1186
50 H 0.0766
51 H 0.0606
52 H 0.0861
53 H 0.0707
54 O -0.0431
55 H 0.0027
56 H -0.0098
57 O -0.0598
58 H -0.0106
59 H 0.0461
60 O -0.0572
61 H -0.0185
62 H 0.0158
63 O -0.0642
64 H 0.0006
65 H 0.0162

=====

The highest relative energy (zero: lowest compared OMol25 entry of this formula, charge and spin) belongs to which entry?
H3NOSi

=====

What is the formula in the third record?
C4H3O2S

=====

Among the records above, which one has the highest relative energy (zero: lowest compared OMol25 entry of this formula, charge and spin)?
H3NOSi